{"formula": "C2H5N3OS", "method": "ωB97M-V/def2-TZVPD", "elements": ["C", "C", "N", "N", "N", "O", "S", "H", "H", "H", "H", "H"], "positions_angstrom": [[0.680, 0.154, 0.920], [-0.416, 0.887, 0.064], [1.295, -0.961, 0.262], [1.087, -1.107, -0.972], [-1.660, 0.429, 0.178], [0.410, -0.305, -1.730], [1.712, -2.403, -1.865], [1.389, 1.094, 1.068], [0.322, -0.355, 1.890], [-0.541, 1.874, -0.362], [-2.388, 1.145, 0.052], [-1.891, -0.452, 0.494]], "forces_ev_per_a": [[0.4, 2.2, -0.8], [-1.7, -3.0, 0.3], [0.4, -0.1, 0.1], [0.3, -0.4, -1.7], [0.5, 3.6, -0.7], [-0.7, 1.7, 2.4], [0.2, -0.3, 0.4], [-0.7, -2.3, 0.3], [0.1, 1.7, -1.3], [1.6, 0.3, 0.1], [0.2, -1.2, -0.3], [-0.5, -2.0, 0.9]], "nbo_charge": [-0.338, 0.284, -0.286, 0.154, -0.686, -0.475, -0.170, 0.227, 0.250, 0.224, 0.408, 0.409], "charge": 0, "homo_lumo_gap_ev": [6.56, 6.56], "relative_energy_kj_mol": 612.2}